{"formula": "C8H12N2S", "method": "the ωB97M-V functional and the def2-TZVPD basis", "symbols": ["C", "C", "C", "C", "C", "C", "C", "C", "N", "N", "S", "H", "H", "H", "H", "H", "H", "H", "H", "H", "H", "H", "H"], "coordinates": [[0.220345, 3.782985, 0.476574], [-0.298885, 2.751363, -0.259068], [0.448646, 1.814539, 1.518155], [-1.398344, -1.014779, -1.100751], [-0.971104, -0.819267, 0.263405], [-0.095347, -1.659015, -0.523872], [1.359568, -1.202651, -0.994715], [-0.229065, -3.137934, -0.126194], [0.634789, 3.147292, 1.679741], [-0.215534, 1.596947, 0.373652], [0.767418, 0.539697, 2.595658], [0.424530, 4.801941, 0.237350], [-0.595093, 2.709320, -1.253650], [-2.442753, -1.403998, -1.140135], [-1.286985, -0.228825, -1.847377], [-1.555688, -1.003491, 1.182083], [1.864291, -2.091942, -1.319386], [1.868620, -0.959680, -0.082331], [1.327553, -0.634138, -1.946036], [-0.056344, -3.342072, 0.847473], [0.480390, -3.692982, -0.785400], [-1.259906, -3.447015, -0.326388], [1.008897, 3.493704, 2.531213]], "forces_ev_per_a": [[-0.039, -1.041, 0.760], [0.421, 1.933, -0.085], [-1.298, -1.035, 0.630], [-0.863, 1.296, -0.190], [0.183, 1.065, 0.369], [0.454, -0.306, 0.219], [-2.261, -1.348, -0.720], [-0.186, 0.528, -3.891], [-0.101, -0.521, -1.759], [0.599, -2.506, 1.018], [0.239, -0.106, 0.370], [-0.056, 0.322, 0.065], [-0.746, 0.607, -1.588], [1.063, -0.436, -0.182], [0.378, -0.147, 0.215], [0.828, 0.509, -0.473], [0.090, -0.858, -0.174], [0.327, 1.374, 0.098], [0.149, 0.688, 1.316], [0.978, -0.471, 3.251], [-0.715, 0.057, 0.629], [0.242, -0.169, -0.144], [0.314, 0.564, 0.267]], "lowdin_charge": [-0.082, -0.200, -0.933, -0.061, 0.057, -0.425, 0.015, -0.010, 0.050, 0.020, 0.458, 0.085, 0.079, 0.129, 0.116, 0.127, 0.052, 0.066, 0.097, 0.046, 0.101, 0.089, 0.125], "largest_force_ev_per_a": 3.93, "de_lowest_ev": 4.903, "homo_ev": [-6.6, -6.6], "total_charge": 0, "orbital_gap_ev": [5.16, 5.16]}